No. 1
The following is a quantum chemistry calculation of a 2-piece molecular cluster, C20H25F3N overall, from the Open Molecules 2025 dataset.

Structure (XYZ):
```
49
Properties=species:S:1:pos:R:3:forces:R:3:nbo_charge:R:1
F -3.185 -4.095 2.805 -0.7 0.4 0.6 -0.30
C -3.496 -2.900 3.350 0.5 0.7 -0.4 0.97
F -4.686 -2.468 2.890 0.3 -0.8 0.5 -0.30
F -3.510 -2.990 4.695 -0.4 -0.4 -0.7 -0.30
C -2.429 -1.906 2.954 0.0 0.3 -0.1 -0.01
C -2.724 -0.580 2.695 -0.6 0.0 0.1 -0.20
C -1.732 0.292 2.325 0.3 0.3 -0.1 -0.10
C -0.390 -0.135 2.212 0.0 -0.3 0.1 -0.10
C 0.590 0.804 1.805 0.4 -0.4 0.0 0.13
C 1.985 0.674 1.579 -0.1 -0.2 0.0 -0.12
C 2.728 1.840 1.294 -0.3 0.2 0.0 -0.09
C 4.083 1.792 1.091 0.1 0.4 -0.1 -0.23
C 4.762 0.590 1.165 0.1 0.2 0.0 -0.07
C 4.067 -0.574 1.420 -0.2 -0.5 0.1 -0.22
C 2.709 -0.538 1.605 0.0 -0.3 -0.1 -0.11
C -0.122 -1.481 2.544 0.1 0.0 0.2 -0.11
C -1.125 -2.343 2.888 0.3 -0.5 0.0 -0.21
H -3.747 -0.258 2.791 -0.1 0.2 -0.1 0.26
H -1.974 1.324 2.133 -0.1 0.2 -0.1 0.24
H 0.209 1.799 1.652 -0.1 0.4 -0.1 0.22
H 2.212 2.784 1.239 -0.1 0.2 0.0 0.23
H 4.626 2.695 0.870 0.0 0.2 0.0 0.24
H 5.826 0.555 1.010 0.2 0.0 0.0 0.24
H 4.586 -1.518 1.467 0.0 -0.1 -0.1 0.24
H 2.211 -1.477 1.704 0.0 -0.2 0.0 0.21
H 0.876 -1.856 2.610 0.1 -0.1 0.0 0.22
H -0.915 -3.377 3.115 0.2 -0.1 0.0 0.25
C -2.999 -2.214 -2.906 0.0 -0.1 -0.1 -0.61
C -2.117 -1.304 -2.063 0.1 0.2 0.3 -0.40
C -1.358 -0.292 -2.911 0.3 0.2 0.0 -0.21
N -0.524 0.608 -2.116 -0.1 0.2 0.7 -0.63
C 0.233 1.580 -2.906 -0.2 -0.4 0.0 -0.21
C 1.114 2.481 -2.052 -0.2 -0.1 0.2 -0.40
C 1.868 3.507 -2.884 0.1 0.1 -0.1 -0.61
H -3.542 -2.943 -2.299 0.1 0.1 0.0 0.22
H -3.738 -1.636 -3.466 0.0 0.0 0.0 0.21
H -2.405 -2.770 -3.634 0.0 0.0 0.0 0.21
H -2.717 -0.766 -1.317 0.0 0.0 -0.2 0.20
H -1.400 -1.895 -1.478 0.0 -0.1 -0.1 0.18
H -0.739 -0.808 -3.655 -0.1 -0.2 -0.1 0.16
H -2.066 0.318 -3.483 0.0 0.0 0.1 0.19
H 0.110 0.079 -1.511 -0.2 0.1 -0.4 0.34
H 0.837 1.055 -3.656 0.2 0.1 -0.1 0.16
H -0.483 2.187 -3.471 0.0 0.0 0.1 0.19
H 0.489 2.977 -1.298 0.0 0.0 -0.2 0.19
H 1.815 1.860 -1.477 0.1 0.0 -0.1 0.17
H 2.499 4.156 -2.272 -0.1 -0.1 0.0 0.21
H 2.513 3.019 -3.619 0.0 0.0 0.0 0.21
H 1.176 4.147 -3.436 0.0 0.0 0.1 0.21
```
Forces are in eV/Å.

Calculated values
- charge = +1
- relative energy (zero: lowest compared OMol25 entry of this formula, charge and spin) (kcal per mole) = 0.0

No. 2
The following is a quantum chemistry calculation of a 4-piece molecular cluster, C2H13NO3 overall, from the Open Molecules 2025 dataset.

Structure (XYZ):
```
19
Properties=species:S:1:pos:R:3:forces:R:3:nbo_charge:R:1
C 0.797 -0.887 -1.257 0.3 0.8 0.0 -0.43
N 0.770 0.587 -1.411 -0.3 -0.9 -0.3 -0.64
C 2.039 1.182 -1.058 0.3 0.1 0.2 -0.42
H 1.101 -1.100 -0.235 -0.1 -0.1 0.0 0.22
H 1.504 -1.364 -1.953 -0.2 0.0 0.1 0.17
H -0.212 -1.255 -1.407 -0.1 -0.3 -0.1 0.20
H 0.556 0.763 -2.383 0.0 0.3 -0.1 0.35
H 2.883 0.855 -1.678 0.0 -0.1 -0.1 0.16
H 1.992 2.264 -1.094 -0.1 0.2 -0.1 0.20
H 2.274 0.912 -0.031 0.0 -0.1 0.1 0.21
O -1.983 -1.591 1.262 -0.1 0.0 -0.1 -0.99
H -2.764 -2.067 0.963 0.1 0.0 0.1 0.47
H -2.063 -0.702 0.860 0.1 0.1 0.1 0.50
O -1.765 0.882 0.062 -0.4 0.0 -0.4 -0.98
H -1.447 1.715 0.431 0.1 -0.3 0.0 0.48
H -1.087 0.627 -0.594 0.3 0.5 0.4 0.50
O 0.473 0.004 1.964 0.1 -0.1 0.4 -0.96
H -0.129 -0.720 2.187 -0.1 0.0 -0.3 0.49
H 0.838 0.261 2.819 0.0 0.0 -0.1 0.47
```
Forces are in eV/Å.

Calculated values
- structure (SMILES) = CNC.O.O.O
- relative energy (zero: lowest compared OMol25 entry of this formula, charge and spin) (kcal per mole) = 16.9

No. 3
The following is a quantum chemistry calculation of C3H7N as an isolated structure, from the Open Molecules 2025 dataset.

Structure (XYZ):
```
11
Properties=species:S:1:pos:R:3:forces:R:3:nbo_charge:R:1
C 1.407 0.186 -0.057 0.6 0.5 -0.9 -0.97
C 0.027 -0.007 0.044 -0.1 -2.4 2.0 0.21
C -1.028 0.791 0.522 0.2 -0.1 -0.8 -0.39
N -0.570 -1.467 -0.182 1.4 2.4 -0.8 -0.87
H -0.767 0.721 -0.721 -1.2 0.9 0.4 0.33
H 2.057 0.319 0.794 -0.6 0.8 0.5 0.24
H 1.758 0.723 -0.940 0.2 -0.9 -0.2 0.23
H -1.973 0.294 0.700 -0.1 0.2 0.1 0.24
H -0.876 1.827 0.799 0.1 0.0 0.0 0.24
H 0.292 -1.847 0.218 -0.3 -0.8 -0.1 0.38
H -0.327 -1.541 -1.176 -0.2 -0.6 -0.1 0.35
```
Forces are in eV/Å.

Calculated values
- relative energy (zero: lowest compared OMol25 entry of this formula, charge and spin) (kcal per mole) = 121.4

No. 4
The following is a quantum chemistry calculation of a 2-piece molecular cluster, C12H19NO2 overall, from the Open Molecules 2025 dataset.

Structure (XYZ):
```
34
Properties=species:S:1:pos:R:3:forces:R:3:nbo_charge:R:1
C 4.918 -1.094 0.031 -1.1 0.2 -0.5 -0.65
C 3.497 -0.321 0.000 -2.2 0.9 0.2 0.01
C 3.162 0.792 -1.052 -2.8 -1.1 2.4 -0.17
C 1.747 1.481 -1.065 1.1 -3.1 2.7 -0.20
C 0.700 1.040 -0.021 2.3 -1.2 0.5 -0.06
C -0.805 1.624 0.056 0.9 -0.4 -0.3 -0.45
C -1.811 0.387 -0.280 0.6 0.8 1.5 0.08
C -2.551 -0.038 1.105 0.4 2.2 -1.2 -0.28
N -3.171 -1.385 0.849 0.9 -1.1 1.1 -0.52
C -3.612 -1.611 -0.570 -1.9 -0.6 -1.9 -0.29
C -3.819 -0.274 -1.440 -0.1 -0.6 -1.2 -0.09
O -2.861 0.784 -1.193 -0.1 -1.2 0.7 -0.52
C 1.047 -0.047 1.058 3.1 0.6 -2.7 -0.28
C 2.458 -0.737 1.077 -1.8 3.0 -2.9 -0.22
H 4.724 -2.199 0.312 0.4 1.8 -0.3 0.21
H 5.607 -0.595 0.789 -0.9 -0.7 -1.1 0.25
H 5.393 -1.092 -1.018 -0.7 0.2 1.7 0.22
H 3.918 1.108 -1.848 -1.1 -0.6 1.5 0.25
H 1.528 2.269 -1.855 0.3 -1.2 1.4 0.24
H -0.972 2.495 -0.684 0.3 -1.5 1.2 0.26
H -0.967 2.016 1.132 0.1 -0.6 -1.8 0.23
H -1.126 -0.449 -0.684 -1.3 1.0 0.5 0.22
H -3.414 0.720 1.242 1.5 -1.2 -0.1 0.24
H -1.832 -0.004 1.991 -1.2 -0.5 -1.2 0.27
H -2.425 -2.091 1.041 -0.6 0.6 -0.1 0.45
H -3.919 -1.586 1.542 0.4 0.2 -0.7 0.44
H -2.933 -2.352 -1.123 -0.7 1.3 1.2 0.25
H -4.646 -2.129 -0.524 1.7 0.8 -0.1 0.24
H -4.916 0.090 -1.383 1.9 -0.3 0.3 0.21
H -3.676 -0.589 -2.545 -0.3 0.3 1.8 0.22
H 0.287 -0.381 1.839 1.1 0.7 -1.1 0.17
H 2.652 -1.542 1.864 -0.1 1.3 -1.4 0.22
O 4.145 3.225 0.860 0.2 0.3 0.0 -1.31
H 3.670 2.485 0.499 -0.3 -0.4 -0.1 0.37
```
Forces are in eV/Å.

Calculated values
- relative energy (zero: lowest compared OMol25 entry of this formula, charge and spin) (kcal per mole) = 260.8

No. 5
The following is a quantum chemistry calculation of a single C8H9PS molecule, from the Open Molecules 2025 dataset.

Structure (XYZ):
```
19
Properties=species:S:1:pos:R:3:forces:R:3:nbo_charge:R:1
C 1.286 -1.586 1.287 0.5 -0.4 -1.9 -0.63
C 0.556 -0.772 0.207 0.1 1.1 2.1 -0.10
C 0.830 -0.994 -1.120 1.9 -2.2 -1.2 -0.14
C 0.478 -0.310 -2.226 -1.0 0.8 -0.8 -0.24
C -0.420 0.778 -2.007 -0.3 0.9 -1.7 -0.16
C -0.896 1.142 -0.764 2.3 -3.4 3.5 -0.48
P -2.113 2.371 -0.333 0.2 -0.1 0.0 0.70
S -2.037 3.615 -1.773 -0.3 0.6 -0.4 -0.40
C -0.290 0.234 0.524 -2.2 2.7 -1.7 0.11
C -0.698 0.498 1.995 -1.0 0.6 -0.7 -0.67
H 1.640 -1.137 2.223 0.2 0.5 -0.8 0.23
H 0.628 -2.332 1.628 -1.1 -1.2 0.5 0.22
H 2.053 -2.140 0.687 -0.1 0.5 1.2 0.22
H 1.457 -1.861 -1.301 0.2 -0.1 -0.1 0.20
H 0.839 -0.654 -3.250 -0.7 0.8 1.6 0.23
H -0.762 1.378 -2.917 0.4 -0.8 1.4 0.23
H -1.622 -0.091 2.232 0.8 0.4 -0.1 0.23
H 0.047 0.303 2.780 0.0 -0.2 -0.7 0.23
H -0.976 1.557 2.128 0.0 -0.4 -0.1 0.23
```
Forces are in eV/Å.

Calculated values
- structure (SMILES) = Cc1cccc(P=S)c1C
- relative energy (zero: lowest compared OMol25 entry of this formula, charge and spin) (kcal per mole) = 5.3

No. 6
The following is a quantum chemistry calculation of a single C21H20BrN3O4S molecule, from the Open Molecules 2025 dataset.

Structure (XYZ):
```
50
Properties=species:S:1:pos:R:3:forces:R:3:nbo_charge:R:1
H -0.003 4.122 -1.096 1.2 -0.2 -0.5 0.34
N 0.908 3.617 -1.008 0.9 -0.4 -0.8 -0.66
C 0.831 3.181 0.197 -0.4 1.5 -2.6 0.21
N -0.379 3.450 0.716 -2.2 -0.7 4.1 -0.85
S 2.192 2.531 1.023 1.0 -1.4 1.1 0.27
C 1.535 0.923 1.780 -1.3 -0.4 -2.6 -0.55
C 0.533 0.259 0.764 -1.8 -0.1 1.9 0.27
C -0.901 0.135 0.950 2.6 0.4 1.0 -0.26
C -1.528 0.503 2.249 1.5 2.0 1.1 0.80
O -1.472 1.711 2.520 -1.3 -2.5 0.7 -0.61
O -1.818 -0.509 3.176 -1.1 2.0 -0.9 -0.52
C -2.785 -0.111 4.252 0.3 1.6 0.3 -0.09
C -4.170 -0.670 3.936 -0.2 0.9 -0.1 -0.64
C -1.455 -0.464 -0.197 -1.0 -0.3 2.3 -0.01
C -2.801 -0.805 -0.469 2.7 -1.3 -2.3 -0.24
C -3.064 -1.608 -1.585 -0.1 0.6 1.2 0.25
O -4.437 -1.699 -1.768 -0.6 -2.9 -0.9 -0.52
C -4.969 -3.013 -1.758 -1.1 -1.6 0.3 0.80
C -6.245 -3.192 -2.605 0.6 -2.5 1.3 -0.71
O -4.551 -4.002 -1.180 0.5 2.6 -0.6 -0.56
C -2.050 -2.189 -2.405 1.6 2.2 2.1 -0.15
Br -2.365 -3.496 -3.757 0.2 0.8 0.5 0.11
C -0.728 -1.709 -2.047 0.3 -0.8 -0.7 -0.22
C -0.374 -0.886 -0.921 -0.2 -1.1 -3.5 0.19
N 0.870 -0.389 -0.406 -3.1 -0.4 0.7 -0.39
C 2.131 -0.585 -0.985 0.6 0.3 1.4 0.12
C 2.415 0.165 -2.081 -0.5 0.7 -1.3 -0.21
C 3.536 -0.017 -2.832 2.3 -1.5 0.1 -0.18
C 4.441 -1.020 -2.368 0.2 0.4 -1.1 -0.20
C 4.181 -1.706 -1.183 0.9 0.3 -0.8 -0.21
C 3.097 -1.389 -0.415 -1.0 -1.1 -0.5 -0.21
H -0.435 3.413 1.769 -0.4 -0.4 -1.9 0.41
H -1.091 2.901 0.207 0.3 0.6 1.1 0.40
H 1.083 1.025 2.729 -1.2 0.9 0.7 0.24
H 2.293 0.225 2.080 1.2 -0.1 -0.8 0.25
H -2.353 -0.434 5.254 -0.5 0.1 -1.5 0.20
H -2.889 1.048 4.306 0.6 -2.0 -0.2 0.21
H -4.170 -1.664 3.575 0.3 -1.4 0.3 0.22
H -4.844 -0.552 4.798 0.3 -0.2 -0.2 0.22
H -4.652 -0.174 3.081 0.3 0.5 0.3 0.21
H -3.601 -0.598 0.165 -1.1 0.6 0.9 0.23
H -6.996 -2.478 -2.464 -0.9 1.3 0.3 0.23
H -6.705 -4.254 -2.344 1.2 2.3 -0.7 0.24
H -5.918 -3.146 -3.621 0.0 -0.1 -0.8 0.24
H 0.092 -2.033 -2.676 0.0 -0.3 -0.1 0.23
H 1.693 0.883 -2.375 -0.7 0.6 -0.3 0.24
H 3.765 0.513 -3.770 -0.3 -0.1 0.7 0.23
H 5.334 -1.269 -2.989 -0.8 0.2 0.6 0.22
H 4.733 -2.575 -0.861 0.7 0.2 -0.1 0.22
H 2.955 -2.047 0.422 -0.6 0.2 0.6 0.22
```
Forces are in eV/Å.

Calculated values
- structure (SMILES) = [H]/N=C(\N)SCc1c(C(=O)OCC)c2cc(OC(C)=O)c(Br)cc2n1-c1ccccc1
- relative energy (zero: lowest compared OMol25 entry of this formula, charge and spin) (kcal per mole) = 103.1

No. 7
The following is a quantum chemistry calculation of C11H19F3MnNO2S as an isolated structure, from the Open Molecules 2025 dataset.

Structure (XYZ):
```
38
Properties=species:S:1:pos:R:3:forces:R:3:nbo_charge:R:1
C 2.313 -1.730 0.936 -0.3 -0.6 0.2 -0.64
C 1.065 -1.230 0.044 -1.3 -4.0 0.7 0.10
C 0.649 -2.529 -0.862 1.4 0.0 -0.5 -0.62
C -0.200 -0.920 0.983 -0.2 0.3 0.3 -0.47
C -1.136 0.288 0.486 1.0 0.3 0.6 -0.12
S -2.268 0.712 1.954 1.0 -0.5 -0.1 0.12
C -2.095 -0.075 -0.762 0.9 1.5 -0.6 -0.12
O -3.466 -0.015 -0.307 -0.1 -2.7 -1.3 -0.51
C -4.131 -1.236 -0.524 -1.3 -0.5 0.6 1.17
F -3.417 -2.313 0.070 -1.2 2.1 -1.6 -0.34
F -4.315 -1.497 -1.895 0.5 0.4 3.4 -0.30
F -5.349 -1.170 0.143 2.8 -0.1 -1.9 -0.28
C -0.181 1.574 0.235 -0.8 -1.3 -0.2 -0.41
C 1.264 1.235 -0.368 0.2 4.1 -0.8 0.09
C 2.367 1.638 0.718 0.3 0.4 0.5 -0.65
C 1.477 2.254 -1.621 -0.3 0.5 0.6 -0.63
N 1.402 -0.147 -0.933 2.8 0.0 1.4 0.08
O 2.603 -0.308 -1.444 -2.6 0.2 0.4 0.16
H 3.181 -2.129 0.299 -1.2 0.9 0.9 0.26
H 2.644 -0.986 1.724 -0.3 -0.8 -1.2 0.24
H 1.926 -2.650 1.509 0.4 1.4 -0.9 0.27
H 0.061 -3.299 -0.264 0.6 1.3 -0.8 0.26
H 1.648 -3.024 -1.140 -1.6 0.6 0.1 0.25
H 0.138 -2.212 -1.829 0.4 -0.5 1.4 0.24
H 0.213 -0.775 2.046 -0.8 0.3 -1.5 0.26
H -0.861 -1.856 1.047 1.1 1.3 -0.2 0.28
H -2.241 2.102 2.158 -2.8 -1.5 -0.3 -0.05
H -1.826 -1.040 -1.296 -0.4 1.1 1.0 0.24
H -1.962 0.775 -1.526 -0.3 -1.3 1.0 0.21
H 0.005 2.056 1.280 0.5 -1.0 -1.7 0.13
H -0.734 2.299 -0.445 0.8 -0.8 0.8 0.26
H 3.447 1.530 0.348 -1.7 -0.2 0.5 0.27
H 2.232 2.767 0.903 0.1 -1.7 -0.5 0.25
H 2.209 1.154 1.746 0.3 0.4 -1.6 0.24
H 1.145 3.284 -1.231 0.5 -1.5 -0.7 0.23
H 0.831 1.989 -2.517 0.8 0.2 1.1 0.25
H 2.566 2.360 -1.923 -1.3 -0.4 0.3 0.26
Mn -1.206 3.126 2.255 1.9 1.8 0.4 1.03
```
Forces are in eV/Å.

Calculated values
- 2S+1 = 7
- DFT total energy (eV) = -67581.3018
- <S²> = 12.07
- charge = +2